Record 1
C9H13NO in the gas phase at a distorted geometry. Source: the Open Molecules 2025 dataset; level of theory: the ωB97M-V functional and the def2-TZVPD basis.

ORCA input file:
```
! RIJCOSX wB97M-V def2-TZVPD def2/J DEFGRID3
* xyz 0 1
O 2.88 0.50 -0.76
N 0.93 1.03 0.27
C -0.18 0.17 0.69
C -0.50 0.72 -0.64
C -0.78 0.54 2.10
C -1.26 1.99 -0.89
C 0.28 -1.29 0.51
C -0.28 -0.29 -1.64
C 1.98 0.20 -0.02
C 1.78 -1.17 0.50
C -0.40 -1.63 -0.90
H -2.32 1.81 -0.76
H 0.68 -0.07 -2.02
H -1.09 2.50 -1.83
H -0.85 2.72 -0.15
H 0.02 0.20 2.86
H -0.89 -0.19 -2.53
H -1.42 -1.77 -0.56
H -1.77 0.00 2.35
H 2.25 -1.98 -0.24
H -0.19 -1.96 1.28
H -0.99 1.53 2.26
H 2.19 -1.14 1.54
H -0.07 -2.42 -1.42
*
```

Computed properties:
- gap between HOMO and LUMO (eV) = 10.118
- HOMO energy (Eh) = -0.343
- SMILES = C[C@@]12[C@H]3CC[C@]1(C)N2C(=O)C3
- ΔE to the lowest compared entry with this formula, charge and spin (kJ/mol) = 250.3

Atom charges from the Mulliken analysis, given in e for atoms 1 to 2:
1. O -0.601
2. N -0.598

---

Record 2
A molecular structure, C21H29BrCsN2O2SSi at a distorted geometry. Source: the Open Molecules 2025 dataset; level of theory: the ωB97M-V functional and the def2-TZVPD basis.

ORCA input file:
```
! RIJCOSX wB97M-V def2-TZVPD def2/J DEFGRID3
* xyz -1 1
Cs -0.12 -2.84 1.00
Br 7.45 -1.76 2.76
S -3.88 0.53 1.01
Si -0.05 -2.27 -2.42
O 1.11 -1.48 3.35
O 2.07 -3.29 2.43
N -1.42 0.51 3.19
N -0.94 1.60 0.80
C -3.77 1.16 2.73
C -0.86 2.54 1.89
C -1.88 -0.95 -4.34
C -0.76 1.79 3.25
C -0.50 -3.82 -3.49
C 4.33 0.76 1.75
C -0.70 1.53 -4.08
C -3.25 1.92 0.01
C -1.76 1.89 -0.34
C 3.20 0.01 2.06
C 5.59 0.23 1.94
C -0.26 0.46 -3.33
C -2.35 0.12 -5.10
C 2.06 -2.10 2.82
C 4.59 -1.82 2.75
C -0.82 -0.83 -3.45
C 3.32 -1.28 2.55
C 1.77 -2.03 -3.06
C -2.78 0.42 3.64
C -1.75 1.37 -4.98
C 5.70 -1.05 2.46
H -0.40 -3.64 -4.56
H -0.23 2.50 -3.97
H -3.82 1.86 -0.92
H -2.93 0.83 4.66
H 4.21 1.76 1.36
H -0.84 -0.23 3.55
H -0.04 1.22 0.55
H -1.52 -4.17 -3.29
H 2.24 -1.15 -2.62
H -2.08 2.20 -5.59
H -1.52 2.86 -0.83
H 2.21 0.42 1.93
H -3.06 -0.63 3.66
H -3.54 2.83 0.53
H -1.76 3.16 1.87
H 0.00 3.23 1.80
H -3.18 -0.02 -5.78
H -1.18 2.43 4.05
H 6.48 0.80 1.71
H -3.55 2.22 2.68
H 2.39 -2.89 -2.80
H 4.69 -2.83 3.13
H 0.18 -4.65 -3.23
H -1.59 1.10 -1.08
H 1.80 -1.90 -4.15
H -4.78 1.03 3.15
H 0.55 0.61 -2.62
H 0.29 1.62 3.48
H -2.37 -1.92 -4.46
*
```

Computed properties:
- gap between HOMO and LUMO (eV) = 5.117
- HOMO energy (Eh) = -0.114
- ΔE to the lowest compared entry with this formula, charge and spin (kJ/mol) = 6.6

Atom charges from the Mulliken analysis, given in e for atoms 1 to 2:
1. Cs 1.051
2. Br -0.239

---

Record 3
2 unconnected molecules or ions with the total composition C8H15N2O2 at a distorted geometry. Source: the Open Molecules 2025 dataset; level of theory: the ωB97M-V functional and the def2-TZVPD basis.

ORCA input file:
```
! RIJCOSX wB97M-V def2-TZVPD def2/J DEFGRID3
* xyz 1 1
O -0.47 0.55 0.64
O -1.83 4.50 2.73
N -2.72 0.11 -1.10
N 3.00 -3.83 -0.47
C 0.12 1.86 0.97
C 1.25 -2.01 0.84
C 2.75 -3.16 -1.78
C 1.76 -1.87 -1.85
C 0.93 -1.19 -0.59
C 2.27 -3.27 0.70
C -1.40 -0.47 -1.57
C -0.09 0.09 -0.71
H -1.96 4.63 1.75
H 1.58 -1.39 -2.93
H 3.25 -3.54 -2.79
H 2.47 -3.85 1.73
H -2.70 4.45 3.21
H 0.72 -1.68 1.85
H 0.46 0.96 -1.31
H -3.46 -0.42 -1.64
H -2.85 -0.24 -0.10
H -1.45 -1.63 -1.32
H -0.47 2.26 1.93
H 0.06 2.65 0.11
H -1.21 -0.37 -2.73
H -1.25 5.21 3.11
H 1.23 1.65 1.32
*
```

Computed properties:
- gap between HOMO and LUMO (eV) = 4.949
- HOMO energy (Eh) = -0.389
- ΔE to the lowest compared entry with this formula, charge and spin (kJ/mol) = 965.4

Atom charges from the Mulliken analysis, given in e for atoms 1 to 2:
1. O -0.368
2. O -0.431

---

Results for total energy: -480.66196; -4359.49108; -573.16866 (in Ha, following the order of the records).